[1]
The following is a DFT calculation (ωB97M-V with the def2-TZVPD basis set) of a molecular structure, C16H33CrNO11.

Results
HOMO (alpha / beta), eV: -1.48 / -10.55
ΔE to the lowest compared entry with this formula, charge and spin, kcal/mol: 35.5

Geometry as ORCA input:
```
! wB97M-V def2-TZVPD RIJCOSX def2/J DEFGRID3
* xyz 0 9
Cr -0.001 0.190 0.293
C -1.704 4.352 1.113
C -0.329 3.669 1.017
O -0.263 2.336 0.651
H -2.189 4.414 0.138
H -1.708 5.337 1.579
H -2.306 3.811 1.843
H 0.150 3.897 1.969
H 0.205 4.254 0.269
C 2.269 -3.047 -0.657
C 0.783 -3.182 -0.412
C 0.505 -4.445 0.438
O 0.073 -2.001 -0.059
H 2.707 -3.951 -1.081
H 2.765 -2.868 0.297
H 2.461 -2.284 -1.412
H 0.369 -3.408 -1.394
H 0.995 -5.368 0.127
H -0.536 -4.766 0.461
H 0.939 -4.291 1.427
C 3.464 2.750 -1.170
O 3.113 1.942 -2.290
C 2.296 0.886 -2.074
O 1.669 0.588 -1.028
O 2.128 0.257 -3.228
C 2.706 0.580 -4.467
H 4.250 3.502 -1.239
H 3.804 2.053 -0.403
H 2.508 3.084 -0.766
H 2.446 1.615 -4.687
H 2.278 -0.041 -5.254
H 3.783 0.579 -4.300
C -0.885 -2.586 3.163
O -1.953 -1.680 3.468
C -2.226 -0.636 2.637
O -1.594 -0.379 1.654
O -3.387 -0.063 2.962
C -3.905 0.972 2.088
H -1.111 -3.207 2.297
H -0.736 -3.170 4.071
H 0.080 -2.097 3.027
H -3.085 1.590 1.724
H -4.564 1.614 2.672
H -4.471 0.681 1.203
C -3.144 2.279 -1.379
O -3.042 1.257 -2.383
C -2.122 0.355 -2.399
O -1.307 0.235 -1.480
O -2.330 -0.464 -3.416
C -1.569 -1.658 -3.346
H -2.548 3.160 -1.616
H -2.685 1.891 -0.469
H -4.208 2.419 -1.185
H -0.506 -1.461 -3.210
H -1.651 -2.280 -4.237
H -1.833 -2.166 -2.419
C 2.748 -1.025 3.864
C 2.066 -0.470 2.733
N 1.519 -0.010 1.858
H 3.233 -1.911 3.454
H 2.045 -1.219 4.673
H 3.544 -0.415 4.290
*
```

Here are the natural (NBO) charges for atoms 1 to 8, given in e: atom 1 (Cr): 0.7015, atom 2 (C): -0.6623, atom 3 (C): -0.2099, atom 4 (O): -0.2740, atom 5 (H): 0.1988, atom 6 (H): 0.2276, atom 7 (H): 0.2100, atom 8 (H): 0.2164

[2]
The following is a DFT calculation (ωB97M-V with the def2-TZVPD basis set) of a molecular structure, C16H33CuN3NbOSi.

Results
HOMO, eV: -15.39

Geometry as ORCA input:
```
! wB97M-V def2-TZVPD RIJCOSX def2/J DEFGRID3
* xyz 2 1
N 0.400 2.478 -0.224
C 0.549 3.487 0.443
O 0.735 4.450 1.110
Cu -1.165 0.962 -3.519
Nb 0.139 0.638 -0.966
N 1.781 -0.144 -1.784
N -1.688 0.311 -1.808
C 3.169 -0.184 -1.311
C -3.053 0.833 -1.499
C 3.858 1.092 -1.793
C 3.889 -1.405 -1.888
C 3.217 -0.253 0.212
C -3.882 0.793 -2.790
C -3.708 -0.024 -0.418
C -2.936 2.265 -1.005
H 3.875 1.136 -2.886
H 4.892 1.122 -1.426
H 3.322 1.975 -1.425
H 3.370 -2.332 -1.618
H 4.899 -1.428 -1.461
H 3.985 -1.354 -2.978
H 2.740 0.618 0.688
H 4.272 -0.272 0.523
H 2.727 -1.163 0.583
H -3.402 1.379 -3.592
H -4.865 1.236 -2.582
H -4.012 -0.235 -3.143
H -3.946 -1.021 -0.810
H -4.651 0.456 -0.114
H -3.047 -0.118 0.457
H -2.377 2.335 -0.060
H -3.952 2.654 -0.827
H -2.446 2.915 -1.743
C -1.565 -1.171 -2.006
H -0.579 -1.486 -1.601
H -2.358 -1.716 -1.487
H -1.600 -1.451 -3.072
C 1.609 -0.344 -3.229
H 1.407 -1.404 -3.459
H 0.764 0.277 -3.623
H 2.521 -0.023 -3.744
C 0.677 0.378 4.736
Si -0.198 -1.045 3.868
C 0.698 -2.647 4.277
C -1.975 -1.148 4.487
C -0.159 -0.678 2.041
C -0.133 -0.329 0.829
H 0.589 0.312 5.830
H 0.246 1.335 4.410
H 1.745 0.385 4.474
H 0.622 -2.883 5.352
H 0.279 -3.495 3.713
H 1.767 -2.573 4.025
H -2.483 -0.182 4.351
H -2.540 -1.908 3.927
H -2.024 -1.407 5.555
*
```

Here are the natural (NBO) charges for atoms 1 to 8, given in e: atom 1 (N): -0.8493, atom 2 (C): 0.9334, atom 3 (O): -0.3866, atom 4 (Cu): 0.9654, atom 5 (Nb): 1.7729, atom 6 (N): -0.5974, atom 7 (N): -0.8189, atom 8 (C): 0.1048

[3]
The following is a DFT calculation (ωB97M-V with the def2-TZVPD basis set) of a molecular structure, C16H33N11O2Tm.

Results
HOMO (alpha / beta), eV: -16.90 / -16.90
ΔE to the lowest compared entry with this formula, charge and spin, kcal/mol: 0.0

Geometry as ORCA input:
```
! wB97M-V def2-TZVPD RIJCOSX def2/J DEFGRID3
* xyz 3 3
Tm 10.441 13.309 8.991
N 12.769 13.672 10.069
C 12.824 13.123 11.425
C 11.836 11.994 11.701
N 10.426 12.295 11.238
C 9.598 12.980 12.268
C 9.881 14.469 12.268
N 9.809 15.031 10.884
H 13.097 14.667 10.092
H 13.551 13.240 9.558
H 13.776 12.655 11.667
H 12.705 13.971 12.169
H 12.049 11.033 11.241
H 11.903 11.822 12.816
H 10.043 11.352 11.047
H 8.568 12.762 12.065
H 9.854 12.648 13.303
H 9.132 14.938 12.915
H 10.834 14.708 12.781
H 8.862 15.454 10.758
H 10.494 15.797 10.771
N 8.302 16.256 6.628
C 9.434 17.083 6.505
C 10.409 16.430 7.215
N 9.930 15.239 7.747
C 8.588 15.181 7.359
C 7.755 14.079 7.726
N 8.268 13.048 8.451
C 7.193 12.212 8.719
C 6.043 12.729 8.155
N 6.438 13.895 7.516
H 7.368 16.404 6.281
H 9.458 17.962 5.826
H 11.465 16.723 7.303
H 7.275 11.305 9.291
H 5.009 12.422 8.108
H 5.856 14.449 6.885
N 11.883 12.959 6.981
C 11.579 11.635 6.511
C 12.675 11.190 5.461
C 14.173 11.152 5.949
C 14.864 9.797 5.668
N 14.072 8.642 6.012
C 14.441 7.361 5.858
N 13.588 6.413 6.254
N 15.587 7.096 5.225
C 11.476 10.676 7.692
O 12.033 9.561 7.700
O 10.808 11.178 8.698
H 11.582 13.693 6.341
H 12.867 13.017 7.142
H 10.621 11.647 6.018
H 12.740 11.907 4.623
H 12.351 10.171 5.174
H 14.187 11.309 7.032
H 14.751 11.913 5.458
H 15.822 9.817 6.247
H 15.157 9.758 4.576
H 13.276 8.870 6.652
H 12.745 6.694 6.695
H 13.823 5.444 6.167
H 16.332 7.781 5.155
H 15.890 6.140 5.090
*
```

Here are the natural (NBO) charges for atoms 1 to 8, given in e: atom 1 (Tm): 2.0077, atom 2 (N): -0.8909, atom 3 (C): -0.2506, atom 4 (C): -0.2460, atom 5 (N): -0.7065, atom 6 (C): -0.2382, atom 7 (C): -0.2469, atom 8 (N): -0.8889

[4]
The following is a DFT calculation (ωB97M-V with the def2-TZVPD basis set) of a molecular structure, C16H33NO2OsP2.

Results
HOMO (alpha / beta), eV: -3.95 / -5.83
ΔE to the lowest compared entry with this formula, charge and spin, kcal/mol: 83.8

Geometry as ORCA input:
```
! wB97M-V def2-TZVPD RIJCOSX def2/J DEFGRID3
* xyz 0 5
Os -0.282 0.037 -0.119
P -1.088 -1.183 -1.923
P 1.151 1.325 2.615
N 0.459 -1.571 0.234
H -1.712 4.579 -1.877
C -0.134 -0.604 -3.358
H -0.601 -0.967 -4.281
H 0.878 -1.013 -3.285
H -0.083 0.488 -3.377
C -2.862 -1.020 -2.423
H -3.049 -1.399 -3.438
H -3.160 0.036 -2.362
H -3.486 -1.583 -1.715
C -0.890 -3.011 -2.035
H -1.419 -3.394 -2.922
H -1.305 -3.484 -1.137
H 0.178 -3.248 -2.120
C 2.480 2.533 2.669
H 2.689 2.888 3.684
H 2.201 3.384 2.034
H 3.375 2.060 2.248
C -0.297 2.089 3.383
H -0.006 2.517 4.354
H -1.088 1.350 3.568
H -0.705 2.901 2.766
C 1.585 -0.155 3.545
H 1.946 0.105 4.550
H 2.370 -0.696 3.000
H 0.708 -0.808 3.640
C 1.326 -2.509 0.692
C 3.485 -3.681 0.604
C 2.680 -2.635 0.202
C 0.914 -3.456 1.702
C 1.748 -4.496 2.089
C 3.026 -4.626 1.528
H 4.493 -3.777 0.190
H 3.018 -1.878 -0.511
H -0.091 -3.315 2.114
H 1.386 -5.212 2.827
H 3.647 -5.460 1.822
C -1.706 3.602 -1.586
O -1.882 0.625 -0.569
C -1.221 2.858 -2.837
H -1.496 3.431 -3.751
H -1.721 1.880 -2.904
H -0.123 2.743 -2.837
C -3.165 3.296 -1.198
H -3.780 4.170 -1.402
H -3.284 3.041 -0.143
H -3.577 2.464 -1.768
C -0.744 3.583 -0.401
O 1.038 0.973 1.100
H 0.218 3.089 -0.609
H -1.155 3.158 0.520
H -0.492 4.629 -0.154
*
```

Here are the natural (NBO) charges for atoms 1 to 8, given in e: atom 1 (Os): 0.9524, atom 2 (P): 1.2523, atom 3 (P): 1.9320, atom 4 (N): -0.7266, atom 5 (H): 0.1862, atom 6 (C): -0.9744, atom 7 (H): 0.2168, atom 8 (H): 0.2443

Computed calculated total energy, in the same sequence as the records: -69550.516 -77696.479 -67127.068 -43750.480 eV.